Record 1
Computed, not measured: a cluster of 5 separate species, C5H20O5 in total in a non-equilibrium geometry, with ωB97M-V/def2-TZVPD.

Geometry (Å):
O1 38.7140 32.3160 5.1080
O2 34.3110 27.8470 6.8590
O3 35.6280 31.9110 5.5910
O4 36.1830 31.3290 10.0980
O5 38.0340 34.4640 9.3160
C1 38.2090 33.9510 8.0180
C2 35.3680 32.5030 10.4610
C3 34.8190 31.7940 6.7740
C4 38.5450 31.5860 3.9600
C5 33.0440 27.9410 7.4960
H1 38.1370 32.0250 3.2410
H2 38.0410 30.7210 4.3780
H3 38.4190 34.0220 9.9870
H4 37.9000 32.3500 5.6740
H5 35.4950 32.7220 11.5010
H6 32.5800 26.9980 7.4310
H7 35.4760 32.0900 7.7060
H8 34.5180 26.8650 6.8480
H9 33.2280 28.4390 8.2450
H10 39.2410 33.6540 8.0060
H11 39.5620 31.2050 3.6850
H12 32.2910 28.5130 6.9790
H13 35.8900 30.9790 5.2720
H14 37.0910 31.5070 9.9010
H15 34.5800 30.6840 6.8690
H16 34.4210 32.2450 10.3340
H17 33.9000 32.3730 6.7650
H18 35.3390 33.2310 9.8200
H19 38.3190 34.8710 7.3740
H20 37.6490 33.1090 7.5880

* LUMO energy: 0.58 eV
* strongest force on any atom: 9.75 eV/Å
* charge: 0
* spin multiplicity: 1
* SMILES: CO.CO.CO.CO.CO

=====

Record 2
Computed, not measured: a cluster of 5 separate species, C5H20O5 in total in a non-equilibrium geometry, with ωB97M-V/def2-TZVPD.

Geometry (Å):
O1 24.6265 -27.0380 -14.1410
O2 25.2798 -31.9912 -14.0828
O3 27.7366 -29.1845 -16.6754
O4 25.9381 -31.2098 -16.6372
O5 27.1847 -32.7986 -18.8597
C1 28.5371 -29.1704 -15.5066
C2 27.8345 -31.6495 -19.3438
C3 29.2129 -30.4546 -15.1136
C4 23.8587 -31.9921 -14.0889
C5 24.8530 -28.2696 -14.7131
H1 24.3637 -26.3514 -14.7584
H2 25.3671 -28.0757 -15.6545
H3 27.8508 -33.4033 -18.5246
H4 28.2620 -31.7523 -20.3411
H5 26.5006 -30.4566 -16.8173
H6 23.9091 -28.7532 -14.9647
H7 27.1482 -30.8091 -19.4475
H8 28.6349 -31.3324 -18.6752
H9 28.4960 -31.1936 -14.7559
H10 29.6092 -30.9415 -16.0046
H11 25.3307 -28.9273 -13.9869
H12 23.5435 -31.0386 -13.6650
H13 28.0889 -28.6180 -17.3657
H14 29.3199 -28.4226 -15.6335
H15 23.4271 -31.9746 -15.0896
H16 27.9764 -28.7936 -14.6512
H17 23.4555 -32.8262 -13.5145
H18 25.5059 -31.7343 -14.9797
H19 29.9588 -30.2664 -14.3413
H20 26.2129 -31.8717 -17.2718

* LUMO energy: 0.32 eV
* strongest force on any atom: 2.50 eV/Å
* charge: 0
* spin multiplicity: 1
* SMILES: CCO.CO.CO.CO.O

=====

Gap between HOMO and LUMO: 0.3924; 0.3552 (Eh)